Molecular formula: C7H39NO13
Method: DFT, ωB97M-V/def2-TZVPD

Each line ends with the Löwdin charge.
CARTESIAN COORDINATES (ANGSTROEM)
C  0.5009  -0.5183  -3.7529  -0.10
C  0.2433  -0.3986  -2.2532  -0.30
C  -0.0869  0.9702  -1.7491  -0.20
N  -0.4038  -0.1032  1.8749  0.04
C  -0.8035  0.0901  0.5002  -0.16
C  -0.3366  1.0808  -0.2532  -0.27
C  0.1197  2.4047  0.3293  -0.10
C  0.0394  3.5632  -0.3683  0.02
H  -0.4313  -0.5443  -4.2773  0.06
H  1.2109  0.3213  -4.1932  0.12
H  1.0663  -1.4491  -3.9133  0.07
H  1.2610  -0.4984  -1.7221  0.13
H  -0.5129  -1.1810  -1.9759  0.12
H  -1.1653  1.3242  -2.0960  0.16
H  0.7714  1.7532  -1.9693  0.12
H  -1.1707  -0.2505  2.6195  0.13
H  0.1687  0.6855  2.1671  0.04
H  -1.4216  -0.7391  0.0464  0.11
H  0.8190  2.2593  1.2011  0.09
H  -0.2869  3.5288  -1.4445  0.08
H  0.3239  4.4857  -0.0953  0.00
H  0.3921  -4.8477  2.4324  -0.01
H  -0.8619  -4.9504  3.1507  0.00
O  -0.0133  -4.5986  3.2238  -0.01
H  -3.7931  -3.0083  1.0832  0.04
H  -2.5969  -3.4228  0.1413  -0.01
O  -3.4169  -2.9248  0.2067  -0.07
H  3.5801  2.4446  0.7067  -0.07
H  3.9315  1.0249  1.1489  0.09
O  3.3855  1.6340  0.5566  0.00
H  -0.3879  -3.5532  0.4358  0.04
H  -0.9411  -2.6096  1.6363  0.03
O  -1.1293  -3.3820  1.1017  -0.10
H  2.1917  2.3055  4.3815  0.01
H  3.0528  2.0128  3.1900  0.02
O  2.7385  2.7401  3.7748  -0.03
H  1.2044  -2.3558  -0.9385  0.02
H  1.9288  -3.6440  -0.0190  -0.01
O  1.8583  -3.0336  -0.6932  -0.03
H  2.3833  0.4422  1.9003  -0.03
H  2.5802  -1.0337  2.1681  0.07
O  2.9679  -0.1544  2.3257  -0.05
H  -0.6081  -5.7874  -0.8045  0.12
H  0.4376  -4.8725  -1.5035  -0.03
O  -0.0172  -4.9793  -0.7581  -0.02
H  2.0747  4.5101  1.7600  -0.04
H  2.4296  4.9536  0.5037  0.05
O  1.9503  5.2776  1.2822  -0.02
H  -3.5360  -2.0747  -3.3678  0.02
H  -4.3208  -2.1733  -2.1689  0.00
O  -4.0093  -1.5167  -2.7651  -0.04
H  -2.3182  4.0916  -1.5953  0.06
H  -3.5599  3.3977  -1.4636  -0.07
O  -3.0443  3.6416  -2.1181  -0.01
H  4.1443  1.9485  -1.8127  0.04
H  2.6211  2.0718  -2.2125  0.01
O  3.5127  2.4820  -2.3516  -0.09
H  -4.6573  0.8497  0.4466  0.00
H  -3.7267  -0.2520  0.5165  -0.01
O  -4.4714  0.1147  0.9766  -0.02

Atoms 1-6, force components in eV/Å:
C 2.1702 1.0607 -0.2202
C 1.8813 -0.2305 0.5418
C -2.9986 2.4677 -0.1841
N -2.0133 0.1189 0.8158
C -0.3265 -1.4815 0.7216
C 1.4286 1.3183 -0.0675

E_LUMO	-0.20	eV
E	-35994.4534	eV
Kohn-Sham gap	8.25	eV
strongest force on any atom	0.186	Eh/bohr
molar mass	345.38	g mol⁻¹
relative energy (zero: lowest compared OMol25 entry of this formula, charge and spin)	177.9	kcal per mole

---

Molecular formula: C3H7N
Method: DFT, ωB97M-V/def2-TZVPD

Each line ends with the Löwdin charge.
CARTESIAN COORDINATES (ANGSTROEM)
N  -1.0969  -0.1578  1.4165  -0.11
C  -0.6464  0.3598  0.1233  -0.60
C  1.2314  -0.1008  -1.4508  -0.15
C  0.7839  -0.0949  -0.2000  -0.27
H  -2.0606  0.1586  1.5360  -0.04
H  -1.0784  -1.1687  1.4422  -0.01
H  -1.2482  0.1286  -0.7499  0.03
H  -0.4684  1.4123  0.3303  0.04
H  2.2391  -0.4263  -1.6824  0.02
H  0.5903  0.1900  -2.2719  0.02
H  1.5058  -0.3564  0.5638  0.08

Atoms 1-6, force components in eV/Å:
N -0.0731 0.2347 -0.1536
C 2.3079 -0.7307 1.1614
C 0.2828 -0.1576 -0.0335
C -0.8040 -0.0640 -0.6719
H -0.0419 -0.1375 0.1389
H -0.2499 -0.2240 -0.2032

E_LUMO (alpha / beta)	4.47 / 4.44	eV
multiplicity	2
E	-4711.9512	eV
Kohn-Sham gap (alpha / beta)	2.88 / 9.53	eV
charge	-1
strongest force on any atom	0.052	Eh/bohr
molar mass	57.10	g mol⁻¹
relative energy (zero: lowest compared OMol25 entry of this formula, charge and spin)	9.5	kcal per mole